Entry 1:
{
  "formula": "C35H31AsN4O7P2SSe2V",
  "method": "ωB97M-V/def2-TZVPD",
  "symbols": ["V", "O", "As", "O", "O", "C", "C", "C", "C", "C", "C", "S", "O", "O", "O", "H", "H", "H", "H", "H", "Se", "P", "C", "C", "C", "C", "C", "C", "C", "C", "C", "C", "C", "C", "C", "C", "N", "N", "N", "P", "Se", "C", "C", "C", "C", "C", "C", "C", "C", "C", "C", "C", "C", "H", "H", "H", "H", "H", "H", "H", "H", "H", "H", "H", "H", "H", "H", "H", "H", "H", "H", "H", "H", "N", "C", "O", "C", "C", "H", "H", "H", "H", "H", "H"],
  "positions_angstrom": [[0.375, 1.499, 2.052], [-1.199, 4.137, 5.102], [0.322, 3.726, 4.388], [1.565, 3.394, 5.358], [-0.084, 2.127, 3.640], [0.658, 5.211, 3.213], [1.259, 6.233, 3.940], [1.629, 7.419, 3.315], [1.429, 7.578, 1.956], [0.856, 6.551, 1.216], [0.473, 5.382, 1.844], [-0.289, 4.118, 0.882], [0.802, 2.982, 1.034], [-0.363, 4.502, -0.484], [-1.435, 3.649, 1.599], [-1.370, 3.629, 5.907], [1.456, 6.111, 4.998], [2.081, 8.207, 3.902], [1.718, 8.496, 1.462], [0.699, 6.649, 0.150], [-1.925, -2.498, -2.879], [0.148, -2.296, -2.620], [1.031, -1.621, -4.041], [2.284, -2.093, -4.413], [2.944, -1.515, -5.487], [2.360, -0.466, -6.180], [1.108, 0.008, -5.805], [0.440, -0.571, -4.741], [0.992, -3.827, -2.160], [1.867, -3.916, -1.083], [2.464, -5.132, -0.778], [2.197, -6.252, -1.550], [1.328, -6.163, -2.630], [0.721, -4.956, -2.932], [0.542, -1.131, -1.302], [-0.244, -0.549, -0.320], [0.591, 0.209, 0.425], [1.812, 0.137, -0.103], [1.800, -0.658, -1.130], [-1.966, -0.581, 0.123], [-1.962, 0.559, 2.009], [-2.438, -2.286, 0.462], [-3.709, -2.817, 0.286], [-3.946, -4.148, 0.590], [-2.921, -4.952, 1.062], [-1.655, -4.417, 1.258], [-1.414, -3.085, 0.972], [-2.900, 0.416, -1.055], [-4.230, 0.222, -1.404], [-4.848, 1.109, -2.272], [-4.151, 2.192, -2.783], [-2.829, 2.401, -2.415], [-2.206, 1.522, -1.549], [2.749, -2.905, -3.867], [3.917, -1.887, -5.781], [2.876, -0.019, -7.019], [0.650, 0.822, -6.352], [-0.550, -0.228, -4.461], [2.102, -3.040, -0.493], [3.147, -5.199, 0.059], [2.667, -7.198, -1.312], [1.117, -7.036, -3.233], [0.021, -4.890, -3.756], [-4.521, -2.223, -0.097], [-4.936, -4.559, 0.442], [-3.108, -5.995, 1.279], [-0.849, -5.041, 1.622], [-0.425, -2.673, 1.131], [-4.798, -0.611, -1.030], [-5.881, 0.946, -2.550], [-4.641, 2.878, -3.461], [-2.278, 3.251, -2.797], [-1.173, 1.700, -1.273], [1.481, -1.609, 4.743], [1.416, -0.572, 3.916], [0.508, -0.478, 3.069], [2.428, 0.523, 3.971], [2.291, 1.241, 2.655], [0.750, -2.302, 4.722], [2.211, -1.686, 5.430], [3.438, 0.136, 4.127], [2.191, 1.193, 4.803], [2.723, 0.736, 1.791], [2.611, 2.285, 2.689]],
  "atomic_forces_ev_per_a": [[-0.4, -0.6, 0.8], [0.1, 0.0, 0.0], [-0.3, -0.6, -0.2], [0.1, 0.1, 0.2], [0.3, 0.6, -1.0], [0.2, 0.1, 0.3], [0.1, 0.0, 0.0], [0.0, 0.0, -0.1], [0.0, 0.0, 0.1], [0.0, 0.1, -0.1], [-0.2, -0.1, -0.2], [0.4, 0.0, 0.0], [-0.4, -0.5, 0.3], [-0.1, 0.0, 0.1], [-0.3, 0.2, 0.0], [0.0, 0.0, 0.0], [0.0, 0.0, 0.0], [0.0, 0.0, 0.0], [0.0, 0.0, 0.0], [0.0, 0.0, 0.0], [0.0, 0.1, -0.1], [0.1, 0.0, -0.1], [-0.1, 0.0, 0.0], [0.1, 0.0, 0.0], [0.0, 0.0, 0.0], [0.0, 0.0, 0.0], [0.0, 0.0, 0.0], [0.0, 0.0, 0.0], [-0.1, 0.0, 0.0], [0.0, 0.0, 0.0], [0.0, 0.0, 0.0], [0.0, 0.0, 0.0], [0.0, 0.0, 0.0], [0.0, 0.0, 0.0], [-0.1, 0.3, 0.1], [0.0, -0.3, 0.0], [0.1, 0.5, -0.1], [0.1, -0.1, -0.1], [0.0, -0.1, 0.0], [-0.1, -0.1, -0.1], [0.0, 0.1, 0.1], [0.1, 0.0, 0.1], [0.0, 0.0, 0.1], [0.0, 0.0, 0.0], [0.0, 0.0, 0.0], [0.0, 0.0, 0.0], [0.0, 0.0, 0.0], [0.1, 0.0, 0.0], [0.0, -0.1, 0.0], [0.0, 0.0, 0.0], [0.0, 0.0, 0.0], [0.0, 0.0, 0.0], [0.1, 0.0, 0.0], [0.0, 0.0, 0.0], [0.0, 0.0, 0.0], [0.0, 0.0, 0.0], [0.0, 0.0, 0.0], [0.0, 0.0, 0.0], [0.0, 0.0, 0.0], [0.0, 0.0, 0.0], [0.0, 0.0, 0.0], [0.0, 0.0, 0.0], [0.0, 0.0, 0.0], [0.0, 0.0, 0.0], [0.0, 0.0, 0.0], [0.0, 0.0, 0.0], [0.0, 0.0, 0.0], [0.0, 0.0, 0.0], [0.0, 0.0, 0.0], [0.0, 0.0, 0.0], [0.0, 0.0, 0.0], [0.0, 0.0, 0.0], [0.0, 0.0, 0.0], [0.0, 0.0, 0.0], [0.1, 0.0, 0.1], [0.0, 0.2, 0.0], [0.0, -0.1, 0.0], [0.3, 0.2, -0.1], [0.0, 0.0, 0.0], [0.0, 0.0, 0.0], [0.0, 0.0, 0.0], [0.0, 0.0, 0.0], [0.0, 0.0, 0.0], [0.0, 0.0, 0.0]],
  "relative_energy_kcal_mol": 2.50,
  "gap_ev": [5.41, 5.38],
  "total_charge": 1,
  "molar_mass_g_mol": 997.46,
  "spin_multiplicity": 1
}

Entry 2:
{
  "formula": "C52H43IrN2OP2S2",
  "method": "ωB97M-V/def2-TZVPD",
  "symbols": ["Ir", "S", "C", "N", "C", "C", "C", "C", "C", "C", "S", "H", "H", "H", "H", "C", "C", "C", "C", "C", "C", "C", "C", "P", "C", "C", "C", "C", "C", "C", "C", "C", "C", "C", "C", "C", "C", "O", "C", "C", "C", "C", "C", "C", "P", "C", "C", "C", "C", "C", "C", "C", "C", "C", "C", "C", "C", "H", "H", "H", "H", "H", "H", "H", "H", "H", "H", "H", "H", "H", "H", "H", "H", "H", "H", "H", "H", "H", "H", "H", "H", "H", "H", "H", "H", "H", "H", "H", "H", "N", "C", "C", "C", "C", "C", "C", "H", "H", "H", "H", "H", "H", "H"],
  "positions_angstrom": [[-0.653, 0.674, -0.066], [-1.985, 2.426, 0.460], [-3.149, 2.375, -0.777], [-3.896, 1.398, -1.265], [-5.140, 1.937, -1.613], [-6.283, 1.173, -1.927], [-7.489, 1.844, -1.849], [-7.603, 3.081, -1.123], [-6.429, 3.850, -0.957], [-5.246, 3.332, -1.433], [-3.572, 3.971, -1.326], [-6.297, 0.099, -2.158], [-8.335, 1.398, -2.347], [-8.546, 3.375, -0.732], [-6.337, 4.844, -0.490], [5.099, -3.435, 0.918], [4.575, -2.111, 1.467], [5.644, -1.558, 2.439], [4.389, -1.079, 0.319], [5.461, -0.524, -0.351], [5.335, 0.521, -1.294], [4.027, 1.021, -1.460], [2.929, 0.492, -0.817], [1.288, 1.394, -0.940], [1.044, 1.194, -2.759], [1.719, 0.171, -3.543], [1.586, 0.224, -4.910], [0.692, 1.083, -5.578], [-0.068, 1.947, -4.758], [0.187, 2.102, -3.393], [1.769, 3.074, -0.530], [0.903, 4.106, -0.952], [1.327, 5.432, -0.989], [2.643, 5.709, -0.668], [3.385, 4.745, 0.016], [2.933, 3.403, 0.157], [3.118, -0.652, -0.007], [2.036, -1.382, 0.444], [2.014, -1.844, 1.737], [0.810, -1.708, 2.425], [0.800, -2.398, 3.727], [1.953, -2.988, 4.185], [3.165, -2.876, 3.463], [3.255, -2.307, 2.207], [-0.624, -0.683, 1.857], [-1.996, -1.849, 1.662], [-3.253, -1.364, 1.307], [-4.301, -2.242, 1.148], [-4.053, -3.640, 1.300], [-2.795, -4.126, 1.533], [-1.773, -3.224, 1.680], [-0.984, 0.278, 3.363], [0.091, 0.944, 3.957], [-0.029, 1.632, 5.158], [-1.278, 1.775, 5.726], [-2.350, 1.017, 5.163], [-2.210, 0.322, 3.979], [6.067, -3.222, 0.314], [4.288, -3.828, 0.268], [5.307, -4.085, 1.746], [6.603, -1.369, 1.987], [5.687, -2.351, 3.164], [5.236, -0.680, 2.929], [6.451, -0.823, -0.069], [6.127, 0.923, -1.964], [3.818, 1.787, -2.231], [2.333, -0.546, -3.061], [2.309, -0.346, -5.480], [0.615, 1.081, -6.677], [-0.837, 2.552, -5.180], [-0.363, 2.900, -2.829], [-0.147, 4.002, -1.167], [0.659, 6.242, -1.314], [3.130, 6.658, -0.959], [4.326, 5.006, 0.481], [3.582, 2.615, 0.531], [-0.142, -2.416, 4.220], [1.981, -3.506, 5.183], [4.057, -3.299, 3.911], [-3.425, -0.283, 1.096], [-5.327, -1.989, 0.857], [-4.861, -4.321, 1.156], [-2.539, -5.142, 1.644], [-0.743, -3.522, 1.729], [1.085, 0.902, 3.455], [0.846, 2.018, 5.660], [-1.546, 2.463, 6.525], [-3.311, 0.923, 5.676], [-3.107, -0.129, 3.550], [-1.682, -0.363, -1.584], [-1.326, -1.740, -2.108], [-2.308, -2.551, -2.758], [-1.865, -3.791, -3.281], [-0.507, -4.108, -3.304], [0.468, -3.254, -2.743], [0.019, -2.082, -2.116], [-1.842, 0.357, -2.356], [-2.645, -0.331, -1.195], [-3.362, -2.263, -2.725], [-2.604, -4.542, -3.552], [-0.270, -5.040, -3.768], [1.530, -3.492, -2.847], [0.727, -1.391, -1.595]],
  "atomic_forces_ev_per_a": [[0.7, -1.6, 1.1], [-0.6, 0.4, -0.7], [1.0, 1.5, 0.5], [-2.3, -0.2, -0.4], [2.2, -2.0, 0.4], [-1.0, 0.2, -0.1], [0.2, 0.1, 0.2], [1.6, -0.6, -1.1], [0.4, 0.8, -0.3], [0.6, 0.5, 0.6], [-1.5, 0.6, 0.5], [0.4, 0.7, -0.1], [-0.5, -0.2, 0.7], [-0.6, 0.4, 0.1], [-0.8, -0.5, -0.3], [0.3, 0.9, -1.8], [0.4, 0.9, -1.0], [-1.6, -0.4, 0.2], [-0.1, -0.6, 0.6], [0.7, 1.4, -0.5], [-1.4, -0.4, -0.1], [0.9, 0.5, -1.4], [-1.3, -1.1, 1.4], [2.3, -1.0, -1.2], [0.6, 0.0, -0.6], [-1.7, 2.6, 1.1], [0.4, 0.2, -1.0], [-0.2, 0.2, 1.3], [0.7, -0.3, -0.6], [-0.5, -0.5, 0.0], [-1.0, 0.5, 0.0], [0.2, 1.1, 0.5], [-0.1, -0.2, -0.4], [1.0, 0.3, 0.3], [-0.2, -0.9, 0.5], [0.4, 1.2, -1.4], [-0.1, 0.5, -0.1], [-0.8, 1.2, -0.8], [0.6, 1.1, -1.0], [0.8, -1.3, 1.5], [0.3, 1.2, -2.5], [0.4, -0.3, 0.9], [0.0, -0.4, 0.3], [-1.0, -0.1, 1.3], [0.3, -0.8, 0.6], [0.2, -0.1, -0.5], [-0.7, 1.1, -0.2], [-0.2, -2.0, -0.2], [-0.6, 1.2, -0.3], [0.1, 0.8, 0.1], [0.9, 1.2, 0.1], [1.1, 0.1, -0.4], [1.1, -0.3, -0.5], [0.0, 0.2, -0.1], [-1.9, -1.0, -0.6], [0.3, 0.8, 0.8], [-1.0, -0.1, 0.2], [-1.7, -0.6, 0.9], [0.8, -0.3, 0.2], [0.1, -0.6, 0.2], [0.2, 0.0, -0.1], [0.8, 0.0, 0.6], [0.3, 0.3, 0.1], [0.4, -0.4, -0.1], [-0.4, -0.5, 1.0], [0.4, -0.2, 0.7], [0.6, -0.4, 0.2], [-0.4, -0.4, -0.2], [-0.1, 0.0, 0.8], [-0.3, 0.5, -0.5], [0.7, -1.0, -0.6], [-0.1, -0.7, -0.3], [0.3, -0.6, 0.0], [-0.5, -0.5, 0.6], [0.1, 0.0, -0.3], [-0.1, 0.3, 0.2], [-0.4, -0.1, 0.8], [-0.2, 0.6, -1.2], [-0.1, 0.0, 0.1], [0.2, -0.8, 0.4], [0.6, 0.4, 0.2], [-0.5, -0.3, 0.0], [-0.2, -1.2, -0.2], [0.2, -0.5, 0.4], [-0.7, -0.1, 0.5], [0.1, 0.4, -0.2], [0.6, -0.4, 0.2], [0.3, 0.5, -0.1], [0.4, -0.2, 0.2], [-1.7, -0.2, -1.5], [-0.9, 0.6, -1.1], [1.4, -0.1, 1.0], [-0.4, 1.1, 1.0], [0.0, 0.9, 0.4], [-1.1, -0.2, -0.4], [0.7, 0.3, 0.5], [0.8, -1.5, 0.6], [0.5, -0.7, -0.2], [0.3, -0.2, -0.1], [0.2, 0.3, -0.4], [0.5, -0.4, -0.1], [-0.4, 0.1, 0.3], [-0.6, -0.8, -0.6]],
  "s_squared": 6.047,
  "gap_ev": [6.46, 4.46],
  "total_charge": 2,
  "molar_mass_g_mol": 1030.23,
  "spin_multiplicity": 5
}

Entry 3:
{
  "formula": "C4H6N2O",
  "method": "ωB97M-V/def2-TZVPD",
  "symbols": ["C", "C", "C", "N", "C", "O", "N", "H", "H", "H", "H", "H", "H"],
  "positions_angstrom": [[-1.818, 0.260, 1.036], [-0.573, 0.053, 0.235], [-0.324, 0.499, -1.026], [1.005, 0.169, -1.285], [1.453, -0.454, -0.172], [2.716, -0.913, -0.144], [0.557, -0.556, 0.767], [-1.687, 1.110, 1.717], [-2.064, -0.615, 1.643], [-2.668, 0.487, 0.384], [-0.975, 0.944, -1.764], [1.585, 0.455, -2.056], [2.795, -1.439, 0.664]],
  "atomic_forces_ev_per_a": [[0.0, 0.0, 0.0], [-0.2, 0.2, -0.1], [-0.1, 0.0, 0.1], [0.1, -0.1, 0.1], [-0.1, 0.1, -0.1], [-0.1, -0.1, 0.2], [0.1, 0.1, -0.2], [0.0, -0.2, 0.0], [0.1, 0.1, -0.1], [0.1, -0.1, 0.1], [0.2, 0.1, 0.1], [-0.2, -0.1, 0.0], [0.1, 0.1, 0.0]],
  "relative_energy_kcal_mol": 6.45,
  "gap_ev": 8.98,
  "molar_mass_g_mol": 98.10,
  "spin_multiplicity": 1
}